# C5H8N2O

A structure of composition C5H8N2O (ωB97M-V/def2-TZVPD, the OMol25 dataset).

```
16
Properties=species:S:1:pos:R:3
C -0.9712 -1.2416 1.7277
C -0.6011 0.5351 0.0269
C 0.4524 0.8219 -0.9820
C 1.1443 -0.3023 -1.1478
C 0.9204 -1.1920 -0.0042
H -0.5329 -2.0105 2.3356
H -1.3531 -0.0595 2.3838
H -2.0388 -1.6317 1.4642
H -0.8961 1.2307 0.8358
H -1.4760 0.6531 -0.6252
H -0.0452 2.6366 -1.4956
H 1.6114 1.9986 -2.0478
H 2.1422 -0.3801 -1.7113
N -0.3128 -0.7714 0.5901
N 0.3394 1.8062 -1.9118
O 1.6170 -2.0930 0.5616
```

Properties
- lowest unoccupied orbital energy (eV) = 0.35
- HOMO-LUMO gap (Ha) = 0.33728

Atomic partial charges in e from the natural (NBO) method, atoms 1 to 6:
1. C -0.35
2. C -0.26
3. C 0.21
4. C -0.39
5. C 0.65
6. H 0.24

# C5H8N2O

A structure of composition C5H8N2O (ωB97M-V/def2-TZVPD, the OMol25 dataset).

```
16
Properties=species:S:1:pos:R:3
C -1.1957 0.3807 -0.3966
C -1.2899 -0.1268 1.1314
C -0.3018 -1.1391 0.4537
C -1.0176 -1.1247 -0.8197
C 0.8555 -0.3745 0.1263
H 1.0689 2.4531 -0.8658
H -1.8175 1.1279 -1.0070
H -2.2871 -0.7849 1.4826
H -0.9237 0.5186 2.0386
H -0.1860 -2.1834 0.8947
H -0.4776 -0.8481 -1.7570
H -1.9068 -1.9550 -0.9752
H 2.9000 0.0701 0.3780
N 0.2233 0.6838 -0.7002
N 2.0450 -0.6404 0.5976
O 0.6810 1.9506 -0.3051
```

Properties
- lowest unoccupied orbital energy (eV) = 0.86
- HOMO-LUMO gap (Ha) = 0.37480

Atomic partial charges in e from the natural (NBO) method, atoms 1 to 6:
1. C -0.07
2. C -0.40
3. C -0.34
4. C -0.41
5. C 0.43
6. H 0.46